[1]
The following is a DFT calculation (ωB97M-V/def2-TZVPD) of 4 unconnected molecules or ions with the total composition C28H45N5O4S2 in a non-equilibrium geometry.

Last column: Mulliken charge in e.
Cartesian coordinates (Å):
C1 1.9396 4.0883 2.9999  -0.70
O1 2.4050 3.0728 2.0812  -0.33
C2 1.2776 2.7120 1.2670  -0.98
C3 1.4772 1.2722 0.6248  1.00
N1 2.2009 1.3230 -0.6638  -0.78
C4 0.0267 0.6320 0.5334  -1.07
C5 -0.0336 -0.4454 -0.6153  0.34
C6 -1.3954 -1.3008 -0.5884  -0.85
S1 -2.7980 -0.3708 0.1487  0.10
C7 -4.2940 -0.6618 -0.8214  -0.07
S2 -4.2811 -1.8492 -1.9867  -0.17
N2 -5.5392 0.0778 -0.6641  0.33
C8 -6.1008 -0.0190 0.6774  -0.29
C9 -5.4589 0.4049 1.9173  0.02
C10 -6.1745 0.2351 3.1937  -0.88
C11 -7.5158 -0.3631 3.2704  -0.39
C12 -8.1461 -0.8309 2.0291  -0.47
C13 -7.4322 -0.6429 0.7755  -0.10
C14 -5.4540 1.4356 -1.1479  0.92
C15 -6.3560 2.4922 -0.6475  -0.28
C16 -6.3019 3.8645 -1.1684  -0.59
C17 -5.3579 4.2766 -2.2242  -0.52
C18 -4.4354 3.2304 -2.7008  -0.51
C19 -4.4911 1.8722 -2.1821  -0.30
H1 1.6290 3.6092 3.9644  0.24
H2 1.0960 4.6322 2.4992  0.34
H3 2.7343 4.8617 3.2051  0.24
H4 1.0675 3.4850 0.4770  0.30
H5 0.3687 2.6101 1.9304  0.48
H6 2.0996 0.6871 1.3578  -0.05
H7 3.0378 1.8954 -0.4797  0.36
H8 2.6026 0.4002 -0.9038  -0.01
H9 -0.6865 1.4624 0.2699  0.52
H10 -0.2079 0.1351 1.5100  0.38
H11 -0.0323 0.0592 -1.6210  -0.14
H12 0.8658 -1.1159 -0.6041  -0.01
H13 -1.5716 -1.6267 -1.6433  0.38
H14 -1.1478 -2.2329 -0.0036  0.32
H15 -4.4436 0.8568 1.8982  0.32
H16 -5.7373 0.5499 4.1744  0.31
H17 -8.0833 -0.4892 4.2173  0.35
H18 -9.1507 -1.3185 1.9891  0.34
H19 -7.9306 -1.0042 -0.1627  0.34
H20 -7.1232 2.2859 0.1365  0.30
H21 -6.9753 4.6682 -0.7862  0.31
H22 -5.3424 5.3161 -2.6366  0.34
H23 -3.6981 3.4700 -3.5071  0.32
H24 -3.7621 1.1307 -2.5971  0.28
C20 6.3262 -2.1404 -1.0325  -0.98
N3 4.8978 -2.3020 -0.8370  0.21
C21 4.2415 -3.4882 -1.3611  -0.65
C22 4.1587 -1.3855 -0.1841  -0.45
O2 2.9518 -1.4628 0.0147  -0.61
H25 6.5420 -2.1295 -2.1032  0.38
H26 6.8485 -2.9780 -0.5652  0.35
H27 6.6761 -1.2090 -0.5874  0.31
H28 3.4681 -3.1841 -2.0663  0.03
H29 3.7711 -4.0296 -0.5376  0.25
H30 4.9607 -4.1340 -1.8613  0.38
H31 4.7498 -0.5261 0.1717  0.69
C23 0.7285 -0.4693 -4.3163  -0.76
N4 1.1644 -1.7807 -4.7559  0.12
C24 0.4878 -2.4093 -5.8758  -1.01
C25 2.1829 -2.4389 -4.1555  0.35
O3 2.5961 -3.5379 -4.4760  -0.64
H32 -0.3210 -0.5221 -4.0158  0.32
H33 0.8346 0.2392 -5.1413  0.39
H34 1.3243 -0.1239 -3.4712  0.14
H35 0.0624 -3.3610 -5.5515  0.32
H36 1.2110 -2.6042 -6.6703  0.30
H37 -0.3041 -1.7632 -6.2518  0.39
H38 2.6273 -1.8746 -3.3182  0.09
C26 3.9236 -1.5210 4.7034  -0.91
N5 5.0617 -0.7795 4.1983  0.08
C27 5.8637 -0.0011 5.1244  -0.99
C28 5.4007 -0.7894 2.8890  0.45
O4 6.3421 -0.1901 2.4009  -0.65
H39 3.2196 -0.8260 5.1672  0.33
H40 4.2670 -2.2416 5.4495  0.36
H41 3.4193 -2.0545 3.8979  0.29
H42 5.8526 1.0466 4.8177  0.31
H43 6.8944 -0.3604 5.0985  0.30
H44 5.4700 -0.0910 6.1358  0.39
H45 4.7294 -1.4102 2.2746  0.13

The frontier orbital gap is 7.87 eV. The calculation puts the LUMO energy at -0.314 eV. As for the multiplicity: 1. For the HOMO energy, the calculation gives -0.3006 Eh. The calculation puts the energy above the lowest of the compared OMol25 structures with the same formula, charge and spin at 3.476 eV. Its electronic energy is -2464.88350 hartree. Its structure (SMILES) is COC[C@H](N)CCCSC(=S)N(c1ccccc1)c1ccccc1.CN(C)C=O.CN(C)C=O.CN(C)C=O.

***

[2]
The following is a DFT calculation (ωB97M-V/def2-TZVPD) of 7 unconnected molecules or ions with the total composition C28H45N7 in a non-equilibrium geometry.

Last column: Mulliken charge in e.
Cartesian coordinates (Å):
C1 4.2401 -4.4490 -2.2817  -0.39
C2 4.7716 -4.4164 -0.9524  -0.39
C3 3.7525 -3.8814 -0.1619  -0.76
N1 2.6132 -3.9233 -0.9044  0.01
C4 2.9139 -4.0993 -2.2271  -0.60
H1 4.8373 -4.7672 -3.1217  0.42
H2 5.7016 -4.8433 -0.6219  0.46
H3 3.7223 -3.7837 0.9125  0.59
H4 1.6640 -3.8729 -0.5829  0.27
H5 2.1748 -3.8786 -2.9784  0.41
C5 -0.3000 3.6881 0.7819  -1.04
C6 0.7999 2.7866 0.8025  1.29
C7 1.8906 3.4828 1.1989  -0.85
N2 1.5635 4.8217 1.2211  -0.01
C8 0.2162 4.9350 0.9598  -0.76
H6 -1.3407 3.4510 0.6305  0.66
H7 0.7862 1.7135 0.6819  -0.85
H8 2.8932 3.1499 1.4166  0.52
H9 2.2536 5.5435 1.2789  0.21
H10 -0.1333 5.9483 0.8306  0.49
C9 5.3633 -0.5921 -0.5384  -1.23
C10 4.9869 0.5877 0.3585  0.52
C11 5.2660 0.2457 1.8403  -0.60
C12 4.5201 -0.9407 2.2972  0.37
N3 3.9485 -1.8611 2.6721  -0.54
H11 4.6989 -1.4466 -0.4433  0.15
H12 6.4262 -0.8253 -0.4532  0.41
H13 5.3224 -0.2607 -1.5838  0.38
H14 3.9357 0.8398 0.2438  -0.50
H15 5.6548 1.4154 0.1208  0.39
H16 4.9773 1.1175 2.4370  0.33
H17 6.3234 0.1729 2.0965  0.41
C13 1.6137 0.1732 -1.4906  -0.32
C14 0.5007 -0.7799 -1.0435  1.44
C15 0.0384 -0.3628 0.3657  0.35
C16 -1.1181 -1.0927 0.8796  -0.21
N4 -2.0253 -1.6693 1.2902  -0.62
H18 1.8669 0.8410 -0.6615  -0.52
H19 1.3827 0.7527 -2.3808  0.38
H20 2.5794 -0.3213 -1.6307  0.26
H21 0.8376 -1.8113 -0.9653  -0.19
H22 -0.3650 -0.7392 -1.7049  -1.09
H23 -0.3633 0.6543 0.3752  0.19
H24 0.8195 -0.5800 1.0943  0.36
C17 -3.5094 2.0298 4.8729  -1.46
C18 -2.2168 1.3394 4.3928  0.03
C19 -1.0427 2.2937 4.2433  -0.47
C20 0.0571 1.6685 3.4986  0.29
N5 0.9395 1.1789 2.9512  -0.44
H25 -3.5310 2.5267 5.8433  0.35
H26 -4.3210 1.2999 4.8798  0.38
H27 -3.8308 2.7929 4.1538  0.36
H28 -2.4818 0.7215 3.5343  0.08
H29 -2.1049 0.5658 5.1612  0.27
H30 -0.6464 2.5349 5.2306  0.32
H31 -1.3825 3.2176 3.7781  0.35
C21 -0.7095 -1.0199 -4.2499  -1.36
C22 -1.8322 -0.2506 -3.5266  -0.27
C23 -1.6012 1.2421 -3.2848  0.17
C24 -2.4888 1.7275 -2.2269  0.16
N6 -3.1219 2.1174 -1.3509  -0.57
H32 -0.8019 -0.7557 -5.3038  0.44
H33 -0.8228 -2.1028 -4.2058  0.34
H34 0.2577 -0.8092 -3.7902  0.28
H35 -1.9816 -0.6866 -2.5363  0.10
H36 -2.7170 -0.4270 -4.1374  0.44
H37 -1.8431 1.8747 -4.1438  0.47
H38 -0.5787 1.4777 -2.9830  -0.06
C25 -5.0897 -1.5470 0.2675  -1.05
C26 -6.4669 -1.3739 -0.3773  -0.46
C27 -6.3110 -0.6244 -1.7158  -0.36
C28 -5.7481 -1.4574 -2.7634  0.30
N7 -5.3004 -2.1518 -3.5613  -0.49
H39 -5.0544 -2.3983 0.9574  0.43
H40 -4.7788 -0.7822 0.9853  0.31
H41 -4.2952 -1.7280 -0.4517  0.19
H42 -7.3345 -1.1671 0.2379  0.40
H43 -6.6511 -2.3922 -0.7496  0.27
H44 -5.5964 0.1994 -1.6082  0.15
H45 -7.2733 -0.2571 -2.0794  0.31

The frontier orbital gap is 8.76 eV. The calculation puts the LUMO energy at 0.608 eV. As for the multiplicity: 1. For the HOMO energy, the calculation gives -0.2997 Eh. The calculation puts the energy above the lowest of the compared OMol25 structures with the same formula, charge and spin at 0.000 eV. Its electronic energy is -1477.06695 hartree. Its structure (SMILES) is c1cc[nH]c1.c1cc[nH]c1.CCCC#N.CCCC#N.CCCC#N.CCCC#N.CCCC#N.